Record 1
Density functional theory data (ωB97M-V with the def2-TZVPD basis set) for a molecular structure, C9H7N3Zr in a non-equilibrium geometry.

- total charge = +4
- E_HOMO (eV) = -25.29
- calculated total energy (eV) = -15133.4275
- ΔE to the lowest compared entry with this formula, charge and spin (kcal per mole) = 0.0
- gap between HOMO and LUMO (eV) = 3.39

Cartesian coordinates (Å):
Zr  1.27  -0.32  3.03
N  -0.23  0.39  1.09
N  -2.11  2.76  -1.47
N  -0.42  -0.45  -3.21
C  -0.05  -2.41  0.86
C  0.43  2.31  -1.08
C  -0.69  -1.84  1.97
C  0.78  0.73  -1.21
C  0.13  0.08  -2.34
C  0.31  -0.14  -0.03
C  0.40  -1.56  -0.19
C  -0.81  -0.43  2.02
C  -0.97  2.56  -1.29
H  0.03  -3.50  0.76
H  0.76  2.72  -0.13
H  -1.14  -2.46  2.75
H  0.85  -1.97  -1.09
H  -1.42  0.05  2.80
H  1.01  2.77  -1.90
H  1.87  0.68  -1.35

Record 2
Density functional theory data (ωB97M-V with the def2-TZVPD basis set) for a molecular structure, C9H7N5RhS7Sb.

- total charge = -2
- E_HOMO (alpha / beta) (eV) = -2.75 / -2.76
- calculated total energy (eV) = -102293.9568
- ΔE to the lowest compared entry with this formula, charge and spin (kcal per mole) = 18.3
- gap between HOMO and LUMO (alpha / beta) (eV) = 5.85 / 5.85

Cartesian coordinates (Å):
Sb  -0.69  -4.28  0.61
Rh  0.68  -1.23  0.05
S  -2.54  1.78  0.84
S  0.26  -6.27  0.16
S  0.67  -2.77  1.88
S  1.51  0.37  -1.52
S  -0.27  -2.73  -1.27
S  -2.84  -4.12  1.37
S  2.71  1.92  1.35
N  -0.97  -0.01  2.04
N  -3.16  -0.59  1.90
N  5.58  -4.16  -0.90
N  0.12  0.34  1.22
N  6.26  -2.72  2.90
C  3.96  -0.42  1.71
C  2.70  -0.28  -0.37
C  4.56  -1.57  1.31
C  3.10  0.35  0.86
C  5.50  -2.22  2.20
C  4.30  -2.11  0.01
C  5.01  -3.26  -0.47
C  3.38  -1.48  -0.77
C  -2.23  0.32  1.59
H  -0.19  1.11  0.61
H  -4.09  -0.40  1.55
H  -2.94  -1.59  1.82
H  4.19  -0.01  2.69
H  0.88  0.75  1.78
H  3.11  -1.89  -1.73
H  -0.88  -1.00  2.29

Record 3
Density functional theory data (ωB97M-V with the def2-TZVPD basis set) for C9H7NO3 in the gas phase in a non-equilibrium geometry.

- total charge = 0
- SMILES string = O=C1c2ccccc2C[C@@H]1[N+](=O)[O-]
- E_HOMO (eV) = -9.92
- calculated total energy (eV) = -17075.3685
- ΔE to the lowest compared entry with this formula, charge and spin (kcal per mole) = 84.8
- gap between HOMO and LUMO (eV) = 9.31

Cartesian coordinates (Å):
O  -4.75  -0.07  -0.02
O  -2.42  2.36  0.40
O  -3.38  -0.88  -1.43
N  -3.65  -0.35  -0.40
C  1.11  -0.74  -0.23
C  -1.41  -1.15  0.39
C  -0.16  -0.38  0.21
C  -1.89  1.27  0.26
C  -0.52  0.98  -0.07
C  2.08  0.23  -0.54
C  0.38  1.94  -0.57
C  1.71  1.57  -0.79
C  -2.54  -0.10  0.60
H  -0.14  2.90  -0.76
H  1.26  -1.84  -0.17
H  -3.13  0.10  1.43
H  -1.35  -1.89  1.26
H  2.46  2.36  -1.11
H  3.14  -0.15  -0.84
H  -1.76  -1.74  -0.48

Record 4
Density functional theory data (ωB97M-V with the def2-TZVPD basis set) for C9H7NO3 in the gas phase in a non-equilibrium geometry.

- total charge = 0
- E_HOMO (eV) = -8.22
- calculated total energy (eV) = -17075.4524
- ΔE to the lowest compared entry with this formula, charge and spin (kcal per mole) = 82.8
- gap between HOMO and LUMO (eV) = 7.89

Cartesian coordinates (Å):
O  3.06  -2.53  -1.39
O  3.52  2.46  -0.19
O  2.51  -0.85  1.61
N  2.63  1.59  -0.02
C  0.60  -0.71  0.02
C  -1.97  0.15  -0.60
C  -0.48  -1.58  0.12
C  -1.77  -1.16  -0.18
C  2.58  -1.93  -0.51
C  -0.90  1.01  -0.72
C  1.45  1.60  -0.57
C  1.95  -1.22  0.38
C  0.40  0.62  -0.40
H  -2.97  0.49  -0.84
H  -1.07  2.03  -1.05
H  1.93  -1.15  2.32
H  -2.60  -1.84  -0.08
H  1.22  2.46  -1.19
H  2.87  0.82  0.62
H  -0.30  -2.60  0.43